Entry 1:
{
  "formula": "C5H10N4",
  "method": "wB97M-V/def2-TZVPD",
  "species": ["C", "C", "C", "C", "C", "N", "N", "N", "N", "H", "H", "H", "H", "H", "H", "H", "H", "H", "H"],
  "positions_angstrom": [[3.332053, 0.977701, -0.230416], [1.509062, -0.052953, -0.065122], [-1.573843, 1.378228, 0.283977], [-0.184335, -1.754514, -0.136662], [-0.721610, 0.671117, -0.750441], [1.997055, 1.165618, -0.226439], [3.708874, -0.265052, -0.086203], [2.536701, -0.936983, 0.007441], [0.190119, -0.372331, 0.038113], [4.028170, 1.782332, -0.347833], [-2.190599, 0.666731, 0.829003], [-0.924900, 1.887119, 0.992515], [-2.219569, 2.110023, -0.192636], [0.284021, -2.360248, 0.641561], [-1.265652, -1.837929, -0.031001], [0.106570, -2.152356, -1.120960], [-1.311655, 0.102171, -1.463904], [-0.046280, 1.358796, -1.246232], [2.538767, -1.928277, 0.185223]],
  "atomic_forces_ev_per_a": [[-0.0806, -0.5614, 0.0570], [0.5363, -0.1088, 0.0623], [0.1123, -0.0617, -0.2230], [0.0960, -0.0750, -0.0780], [1.0630, -1.4330, 1.8277], [-0.6361, 0.1570, 0.0036], [0.9070, -0.0979, 0.0325], [-0.4489, 0.2327, 0.0527], [-1.4382, 1.7339, -1.5873], [0.2383, 0.1359, -0.0150], [-0.0746, -0.0272, 0.0386], [-0.0030, 0.0586, 0.0377], [-0.1405, 0.1296, -0.0367], [-0.0948, -0.0842, 0.0001], [0.0773, -0.0679, 0.0485], [-0.0492, -0.0145, 0.0750], [0.0029, -0.0621, -0.1069], [-0.0219, -0.0491, -0.1150], [-0.0451, 0.1952, -0.0735]],
  "charge": 0,
  "fmax_ha_per_bohr": 0.0536,
  "spin_multiplicity": 1,
  "smiles": "CCN(C)c1ncn[nH]1",
  "homo_energy_ev": -8.37,
  "homo_lumo_gap_ha": 0.3366,
  "relative_energy_ev": 0.714
}


Entry 2:
{
  "formula": "C5H10N4",
  "method": "wB97M-V/def2-TZVPD",
  "species": ["C", "C", "C", "C", "C", "H", "H", "H", "H", "H", "H", "H", "H", "H", "H", "N", "N", "N", "N"],
  "positions_angstrom": [[2.013528, 0.508237, 0.010322], [1.796294, -0.983226, 0.313450], [-1.514739, -1.440571, -0.070773], [-0.396874, 1.284896, 0.180687], [0.581170, 0.628889, -0.726679], [2.011662, 0.907739, 1.038024], [2.863656, 0.689919, -0.616357], [1.386584, -1.204077, 1.421464], [2.644691, -1.592836, 0.037219], [-2.006786, -2.178358, 0.405354], [-3.258112, -0.526726, -0.234568], [-2.577418, 1.520274, -0.073201], [-0.139360, 2.463359, 0.115015], [-0.334578, 0.907889, 1.254460], [0.599341, 0.949978, -1.868878], [0.659231, -0.829475, -0.658657], [-0.347297, -1.744394, -0.395136], [-2.242232, -0.346614, 0.133244], [-1.738759, 0.985097, -0.264990]],
  "atomic_forces_ev_per_a": [[-0.8540, 0.4934, 1.3251], [-2.3258, 1.0632, 0.1799], [1.2222, 0.2456, -0.3217], [-0.6977, 2.1382, 1.0838], [2.8821, -1.0050, -0.4899], [0.4464, 1.1924, -0.9049], [0.4280, 0.4465, 0.0128], [1.0884, 0.3994, -2.3865], [-0.2579, -0.6839, -0.0786], [-1.9834, -3.2884, 0.7804], [2.5714, 0.9090, 0.9142], [1.0496, 0.9460, 0.3959], [-1.0884, -2.6241, 0.3963], [0.6071, 0.5794, -1.0126], [-0.3679, -0.1274, 2.5497], [0.1971, -2.4518, 0.0812], [1.5744, 0.0670, -0.3243], [-2.4144, 2.8734, -0.6104], [-2.0772, -1.1729, -1.5904]],
  "charge": 0,
  "fmax_ha_per_bohr": 0.0762,
  "spin_multiplicity": 1,
  "smiles": "C1=NN2CC[C@@H]2CNN1",
  "homo_energy_ev": -7.35,
  "homo_lumo_gap_ha": 0.3017,
  "relative_energy_ev": 5.628
}


Entry 3:
{
  "formula": "C5H10N4",
  "method": "wB97M-V/def2-TZVPD",
  "species": ["C", "C", "C", "C", "C", "H", "H", "H", "H", "H", "H", "H", "H", "H", "H", "N", "N", "N", "N"],
  "positions_angstrom": [[-2.631284, 0.824104, 0.834894], [-1.249750, 0.308087, 0.268914], [0.855190, -0.872800, -0.991928], [2.350773, -0.766245, -0.914902], [1.513440, -0.397327, 0.273560], [-2.884881, 1.733622, 0.339925], [-2.623481, 0.807464, 1.914548], [-3.361804, 0.073715, 0.482792], [-0.492677, -2.195674, -1.508357], [0.583487, -0.113792, -1.603385], [3.034153, -1.521389, -0.593498], [2.842004, 0.284676, -1.373797], [1.315156, -0.989344, 1.065404], [1.622083, 1.189574, 1.347876], [-0.357780, 2.169386, 0.102981], [-1.328982, -1.003325, -0.041890], [-0.188947, -1.740865, -0.562249], [1.291913, 0.987936, 0.432966], [-0.288610, 1.222196, 0.526145]],
  "atomic_forces_ev_per_a": [[0.7874, -2.2259, -1.7080], [-2.4044, -3.7834, 0.6288], [1.1796, -0.2041, 2.7664], [1.8581, 1.5845, 0.7649], [-0.0133, 3.2172, -3.9451], [-0.1757, 1.0421, 0.2116], [0.1028, 0.5205, 0.1757], [0.2496, 0.3559, 0.2779], [-0.2917, 0.5754, 2.6584], [-1.3978, 2.3876, -1.7860], [0.4644, -0.7226, -0.8030], [-1.5379, -3.4214, 0.8498], [-0.1399, -2.2195, 2.3444], [-0.1545, 0.8890, 1.0918], [-0.6156, -1.1619, 0.5970], [1.2485, 2.7117, -0.4998], [-0.8024, -1.9530, -3.2060], [-2.7552, 0.4365, -0.3438], [4.3980, 1.9714, -0.0750]],
  "charge": 0,
  "fmax_ha_per_bohr": 0.0990,
  "spin_multiplicity": 1,
  "smiles": "CC1=NN[C@@H]2C[C@H]2NN1",
  "homo_energy_ev": -8.14,
  "homo_lumo_gap_ha": 0.3380,
  "relative_energy_ev": 6.206
}


Entry 4:
{
  "formula": "C5H10N4",
  "method": "wB97M-V/def2-TZVPD",
  "species": ["C", "C", "C", "C", "C", "N", "N", "N", "N", "H", "H", "H", "H", "H", "H", "H", "H", "H", "H"],
  "positions_angstrom": [[0.765221, -2.162365, 0.537631], [0.369969, 0.550848, 0.505718], [1.594874, -0.071853, -0.005084], [0.269856, 1.606624, 1.313728], [-1.617413, -0.013554, -0.982163], [1.766980, -1.374563, 0.317061], [-0.481723, -1.765843, 0.452624], [2.518405, 0.512664, -0.749670], [-0.782163, -0.371236, 0.172684], [1.058573, -3.165867, 0.697023], [-0.590088, 2.090343, 1.761244], [1.215260, 2.158332, 1.724633], [-1.082834, -0.410615, -1.901675], [-2.603129, -0.453732, -1.117081], [-1.963955, 1.054936, -1.157740], [-1.267463, -2.458240, 0.308847], [2.396538, 1.537894, -1.034796], [3.432808, 0.033727, -0.809210], [-1.265527, -0.093947, 1.008796]],
  "atomic_forces_ev_per_a": [[2.1106, 1.5939, -0.7057], [0.9359, 0.5141, -0.4839], [1.2363, -0.7615, -0.3195], [1.9395, 0.8337, 0.6896], [-0.2826, -0.1257, -4.3062], [0.8448, 0.7610, -0.5303], [-2.9575, -0.7180, -1.0423], [-0.9761, 1.4455, 0.9923], [-0.8261, 1.0392, 2.4860], [-0.6061, -1.2725, 0.5745], [-0.5656, -0.5839, -0.1408], [-1.4884, -1.1732, -1.3788], [-0.3650, 0.8984, 0.9644], [0.0095, -1.0323, 1.2415], [1.5851, -0.7699, 1.0132], [0.8884, 1.2752, 0.2596], [0.5539, -2.0515, 0.5248], [-0.5999, 0.3681, -0.4195], [-1.4367, -0.2405, 0.5813]],
  "charge": 2,
  "fmax_ha_per_bohr": 0.0840,
  "spin_multiplicity": 1,
  "smiles": "C=C1C(=[NH2+])N=CN[N@@H+]1C",
  "homo_energy_ev": -19.19,
  "homo_lumo_gap_ha": 0.3607,
  "relative_energy_ev": 2.788
}


Entry 5:
{
  "formula": "C5H10N4O",
  "method": "wB97M-V/def2-TZVPD",
  "species": ["C", "C", "C", "C", "C", "N", "N", "N", "N", "O", "H", "H", "H", "H", "H", "H", "H", "H", "H", "H"],
  "positions_angstrom": [[-2.215754, 2.887346, 0.235103], [-2.771445, 2.667256, -1.038553], [-1.563638, 0.929820, -0.687559], [-0.695178, -2.483461, 0.337647], [2.062730, 0.474132, -0.624124], [-1.511552, 1.690658, 0.418954], [0.033065, -1.343231, -0.171448], [1.238828, 0.401696, 0.551760], [0.334840, -0.457028, 0.722207], [-2.378869, 1.494579, -1.542324], [-2.172311, 3.814539, 0.816950], [-3.363184, 3.322390, -1.700454], [0.032494, -3.275075, 0.402042], [-1.334970, -2.240553, 1.248116], [-1.485642, -2.882866, -0.384106], [1.706049, -0.083891, -1.565917], [2.017722, 1.589744, -0.834900], [3.187231, 0.181195, -0.401495], [0.332131, -1.198636, -1.141370], [-0.847408, 1.393024, 1.187153]],
  "atomic_forces_ev_per_a": [[-1.0357, -0.6227, -3.0384], [-0.3011, 3.2598, 2.0018], [1.2171, -2.3382, 1.0110], [-2.1797, -0.3865, -1.2418], [1.0012, 0.4662, -1.5948], [0.9687, 0.2175, 0.4861], [0.0635, -0.5658, -0.5330], [-0.5344, -0.4462, 1.0724], [1.2809, 0.8509, 0.7994], [-0.4190, 0.7688, -0.1990], [-0.1842, -0.8600, -0.0949], [0.3704, -0.5117, 0.7123], [-0.0936, -0.6310, 0.9571], [1.5771, -0.1962, -0.9053], [1.0558, 0.8207, 0.4496], [0.6688, 0.8305, 1.2574], [0.4952, -1.3795, -0.2529], [-2.3414, 0.5017, -0.3008], [-0.4511, -0.5090, 0.7279], [-1.1584, 0.7307, -1.3140]],
  "charge": 0,
  "fmax_ha_per_bohr": 0.0746,
  "spin_multiplicity": 1,
  "homo_energy_ev": -8.12,
  "homo_lumo_gap_ha": 0.3356,
  "relative_energy_ev": 5.672
}


Entry 6:
{
  "formula": "C5H10N4O",
  "method": "wB97M-V/def2-TZVPD",
  "species": ["C", "C", "C", "C", "C", "N", "N", "N", "N", "O", "H", "H", "H", "H", "H", "H", "H", "H", "H", "H"],
  "positions_angstrom": [[-0.378394, 0.129776, 0.186236], [1.686289, -0.847537, 0.020677], [-1.765518, 0.245251, 0.141757], [0.794407, 1.280474, 0.407817], [-2.834943, -0.700782, -0.008283], [0.318122, -1.019426, 0.018118], [1.969293, 0.421035, 0.225494], [2.530855, -1.830175, -0.167466], [0.808527, 2.397990, -0.398898], [-4.018047, -0.249598, -0.070988], [-2.136119, 1.262089, 0.227665], [0.716540, 1.571403, 1.466860], [-2.636890, -1.772662, -0.047541], [-0.105119, -1.927267, -0.144850], [2.892946, 0.835089, 0.221715], [2.231280, -2.784918, -0.307882], [3.532057, -1.675791, -0.169040], [0.437585, 3.260278, -0.040835], [0.711727, 2.290230, -1.395057], [-4.754600, -0.885466, -0.165492]],
  "atomic_forces_ev_per_a": [[0.0436, -0.1680, -0.0962], [0.2422, 0.3310, 0.0768], [-0.3475, 0.5600, 0.0564], [-1.7794, -0.8228, 0.4046], [2.3642, 0.3631, 0.2213], [-0.1731, -0.4856, -0.0292], [0.0114, -0.2428, -0.1237], [0.0625, -0.0786, 0.0043], [-0.0203, 0.1889, -0.2896], [-0.4515, 0.3114, -0.0121], [0.0813, 0.0617, 0.0195], [-0.0256, -0.0380, -0.2709], [-0.3362, -0.0085, -0.0685], [0.1640, 0.1238, -0.0076], [0.0271, -0.1182, -0.0060], [-0.0616, 0.0406, -0.0042], [-0.0862, 0.0579, 0.0320], [-0.0072, 0.0576, 0.1483], [0.0029, -0.0302, -0.0885], [0.2895, -0.1033, 0.0332]],
  "charge": 2,
  "fmax_ha_per_bohr": 0.0467,
  "spin_multiplicity": 1,
  "smiles": "N[C@@H]1NC(=[NH2+])[NH+]=C1/C=C/O",
  "homo_energy_ev": -17.62,
  "homo_lumo_gap_ha": 0.3099,
  "relative_energy_ev": 0.000
}


Entry 7:
{
  "formula": "C5H10N4O2",
  "method": "wB97M-V/def2-TZVPD",
  "species": ["C", "C", "C", "C", "C", "N", "N", "N", "N", "O", "O", "H", "H", "H", "H", "H", "H", "H", "H", "H", "H"],
  "positions_angstrom": [[-0.870121, -1.669153, -0.191387], [3.034592, -1.909366, 0.207805], [2.442847, -0.509478, -0.135622], [-2.191290, 0.405241, 0.888081], [-3.348990, -0.021587, -0.078490], [0.445633, -1.632912, -0.470056], [1.010832, -0.615738, 0.093456], [-1.045523, -0.400925, 0.526923], [0.154319, 0.177547, 0.683508], [-1.772994, -2.305387, -0.632353], [-3.202964, 0.672157, -1.321952], [2.620014, -2.145108, 1.151515], [2.770306, -2.746409, -0.389672], [4.121420, -1.896645, 0.296656], [2.783273, 0.195152, 0.591730], [2.653522, -0.122715, -1.139849], [-1.905243, 1.509118, 0.666033], [-2.472045, 0.225278, 1.996869], [-4.317156, 0.290683, 0.359800], [-3.362523, -1.066237, -0.290227], [-3.177787, -0.054288, -2.027404]],
  "atomic_forces_ev_per_a": [[0.7134, 3.8043, -0.0775], [0.6268, 1.2681, -0.0808], [0.4473, -0.6954, 0.4498], [-1.0683, 0.3070, 0.1479], [-0.4921, 1.8825, 0.6328], [0.2235, -2.7284, -0.8280], [-2.9347, 0.3956, -0.0565], [2.6541, -0.0177, 0.1029], [0.9708, 0.1301, 0.0601], [-1.2061, -2.1139, -0.3439], [0.2418, -1.8449, -1.4258], [-0.1781, -0.2811, 1.3007], [-0.4251, -0.1792, -1.1103], [-0.0410, 0.3053, -0.0193], [0.4473, 0.5736, 0.3591], [-0.2832, -0.2917, 0.1859], [-0.6666, -1.9136, 0.6437], [0.4143, 0.4408, -1.7879], [0.4692, -0.1478, -0.0117], [0.0384, -0.6413, 0.4607], [0.0487, 1.7477, 1.3980]],
  "charge": 0,
  "fmax_ha_per_bohr": 0.0753,
  "spin_multiplicity": 1,
  "homo_energy_ev": -8.77,
  "homo_lumo_gap_ha": 0.3463,
  "relative_energy_ev": 2.066
}


Entry 8:
{
  "formula": "C5H10NO",
  "method": "wB97M-V/def2-TZVPD",
  "species": ["C", "C", "C", "C", "N", "C", "O", "H", "H", "H", "H", "H", "H", "H", "H", "H", "H"],
  "positions_angstrom": [[-0.604537, 0.452828, 0.281067], [0.836405, 0.765344, 0.686050], [1.838086, 0.430791, -0.408390], [3.070959, 0.046688, -0.041328], [-1.795632, -0.270060, 0.743535], [-2.610567, -0.747057, -0.474177], [-1.927559, -1.054004, -1.574365], [-0.332638, -0.275339, -0.525429], [-1.052462, 1.360534, -0.201448], [1.029278, 0.025610, 1.468375], [1.088421, 1.781019, 0.991458], [1.527773, 0.568633, -1.430847], [3.837947, -0.113095, -0.780075], [3.140683, -0.487980, 0.880369], [-1.644087, -1.112209, 1.290998], [-3.240461, -1.612849, -0.213402], [-3.161606, 0.241140, -0.692385]],
  "atomic_forces_ev_per_a": [[-0.6015, -0.4616, -3.8722], [-0.3901, -1.5716, 1.1020], [0.4081, 0.3832, 1.1663], [-1.2187, -0.6628, -1.4308], [-0.3466, -0.3457, 2.4604], [0.7520, 1.9503, -2.2020], [0.4291, -0.5722, 0.1975], [-0.4304, 1.0171, -0.5778], [0.4719, -0.5922, 0.0493], [0.5742, 0.4589, 0.5849], [-0.4029, 0.0272, 0.4990], [0.1311, 0.4627, -0.3036], [0.2371, -0.1272, -0.1356], [0.5786, 0.4428, 0.9367], [0.7675, 0.1282, 0.0195], [-0.4041, 0.4189, 1.0368], [-0.5554, -0.9558, 0.4695]],
  "charge": -1,
  "fmax_ha_per_bohr": 0.0767,
  "spin_multiplicity": 1,
  "smiles": "C=CCCNC[O-]",
  "homo_energy_ev": -2.37,
  "homo_lumo_gap_ha": 0.2265,
  "relative_energy_ev": 2.458
}